C39H51AsN4O2P2SeSi2V | ωB97M-V/def2-TZVPD

Geometry as ORCA input:
```
! RIJCOSX wB97M-V def2-TZVPD def2/J DEFGRID3
* xyz -2 4
V 0.45209 0.83309 0.39668
C 3.61324 -0.26644 -1.77496
Si 2.52047 -1.66216 -1.13456
C 2.54623 -2.99213 -2.48995
C 3.30353 -2.52010 0.34792
N 0.99273 -0.99531 -0.78136
P -0.42331 -1.67758 -0.41492
C -1.42915 -0.68015 0.46092
P -2.20062 0.61450 -0.24497
N -1.19432 1.67920 -0.88830
Si -1.12644 3.19057 -1.65180
C -0.98453 4.60947 -0.41462
C -2.63001 3.57233 -2.75386
C 0.35478 3.22018 -2.80753
C -3.48614 0.17635 -1.49105
C -4.74540 -0.28330 -1.11072
C -5.66902 -0.69415 -2.06099
C -5.34189 -0.65790 -3.41059
C -4.08685 -0.21177 -3.79969
C -3.16882 0.20431 -2.84519
C -3.25819 1.38634 1.04556
C -3.81124 2.64980 0.86234
C -4.59533 3.23253 1.84758
C -4.83719 2.55145 3.03389
C -4.28588 1.29209 3.22694
C -3.49930 0.71484 2.23802
C -0.06290 -3.18612 0.56495
C 0.25708 -2.98168 1.90760
C 0.68196 -4.03325 2.70107
C 0.77548 -5.31479 2.16822
C 0.44923 -5.53186 0.83779
C 0.03880 -4.46940 0.03864
C -1.18486 -2.36366 -1.93823
C -2.37559 -3.08723 -1.86974
C -3.00328 -3.52617 -3.02461
C -2.44796 -3.24557 -4.26845
C -1.27655 -2.50822 -4.34763
C -0.65474 -2.06300 -3.18705
H 4.67208 -0.44201 -1.55530
H 3.32576 0.68519 -1.32050
H 3.50278 -0.17305 -2.85885
H 3.58885 -3.29177 -2.64698
H 2.14962 -2.64644 -3.44680
H 1.98847 -3.88331 -2.19307
H 4.38487 -2.63728 0.21220
H 2.87016 -3.51895 0.46321
H 3.12778 -1.97132 1.27622
H -1.26088 4.25839 0.58277
H -1.63081 5.45232 -0.68086
H 0.04206 4.97721 -0.34834
H -3.58041 3.51186 -2.21839
H -2.69450 2.88458 -3.60039
H -2.53472 4.58811 -3.15121
H 1.25929 2.97503 -2.24853
H 0.49192 4.20564 -3.26333
H 0.23803 2.48106 -3.60586
H -5.00264 -0.31826 -0.05773
H -6.64618 -1.04524 -1.74818
H -6.06014 -0.98289 -4.15493
H -3.81723 -0.19559 -4.84946
H -2.18584 0.55140 -3.14062
H -3.61166 3.19461 -0.05232
H -5.00706 4.22367 1.69536
H -5.44363 3.00700 3.80876
H -4.46110 0.76136 4.15627
H -3.03364 -0.25604 2.36937
H 0.19129 -1.97714 2.30770
H 0.96492 -3.84530 3.72963
H 1.11230 -6.13911 2.78677
H 0.52438 -6.52750 0.41478
H -0.19633 -4.64531 -1.00424
H -2.81604 -3.28566 -0.89849
H -3.93503 -4.07617 -2.95825
H -2.94149 -3.58483 -5.17219
H -0.85041 -2.26723 -5.31511
H 0.24575 -1.46198 -3.23353
C 4.55500 1.86189 3.00091
As 4.56203 0.75329 1.37968
C 5.72061 1.93690 0.31399
C 6.00768 -0.45752 1.96663
H 5.54479 2.28412 3.18600
H 4.25652 1.23659 3.84422
H 3.84114 2.67655 2.87514
H 6.65223 2.15061 0.84428
H 5.19340 2.87202 0.12631
H 5.94666 1.46241 -0.64292
H 6.85399 0.10471 2.36950
H 6.34340 -1.05960 1.12083
H 5.61173 -1.12839 2.73021
O -0.46110 2.08763 2.19894
C 0.27721 1.45642 2.95523
C 0.38224 1.68509 4.45066
C 1.38820 0.62332 4.87222
C 1.79822 -0.04720 3.55224
O 2.63892 -0.93294 3.50326
N 1.10854 0.48429 2.50444
H -0.60437 1.58613 4.90467
H 0.72757 2.70613 4.61806
H 0.96739 -0.14119 5.52694
H 2.27872 1.02292 5.35818
Se 3.11684 5.14532 0.69431
C 2.32705 3.54286 0.43525
N 1.78872 2.52745 0.26397
*
```

The total energy is -237540.464 eV. Its expectation value of S² is 3.76. The frontier orbital gap (alpha / beta) is 5.7 / 6.6 eV. For the HOMO energy (alpha / beta), the calculation gives -1.37 / -2.29 eV. For the LUMO energy (alpha / beta), the calculation gives 4.33 / 4.33 eV. The value obtained for the energy above the lowest of the compared OMol25 structures with the same formula, charge and spin is 0.000 eV.

Löwdin population analysis, charges in e, atoms 1 to 8:
1 V 0.613
2 C -0.209
3 Si 0.304
4 C -0.189
5 C -0.183
6 N -0.308
7 P 0.612
8 C -0.443

C39H51BrPSr | ωB97M-V/def2-TZVPD

Geometry as ORCA input:
```
! RIJCOSX wB97M-V def2-TZVPD def2/J DEFGRID3
* xyz 1 1
Sr 0.27613 0.52635 -1.34902
Br 0.78265 2.64592 -3.90225
C 1.17358 3.75989 -2.36023
C 0.70572 5.03820 -2.42913
C 1.14914 5.97007 -1.46565
C 2.11644 5.61043 -0.57421
C 2.61791 4.28599 -0.52912
C 3.71446 3.94120 0.29803
C 4.17673 2.65892 0.31156
C 3.47899 1.64465 -0.38493
C 2.37871 1.86879 -1.18937
C 2.05224 3.26504 -1.34782
H 0.05874 5.35273 -3.23622
H 0.77050 6.98282 -1.49676
H 2.53784 6.34844 0.09879
H 4.19068 4.71535 0.88819
H 5.05378 2.41109 0.89808
H 3.83125 0.62622 -0.22803
C 1.73585 3.63405 3.18889
C 0.42418 3.82395 2.43231
C -0.63111 4.49857 3.31631
C -0.13685 2.53238 1.87949
C -0.03799 1.34454 2.56500
C -0.54977 0.13728 2.07844
C -0.64076 -1.06321 3.00018
C 0.63380 -1.27732 3.82701
C -1.84022 -0.86899 3.93694
C -1.15283 0.10608 0.81670
C -1.43122 1.40737 0.16865
C -0.84735 2.55906 0.66722
C -2.12376 1.52515 -1.33241
C -3.53596 2.07829 -1.19993
C -2.19503 0.16157 -2.22537
C -1.85513 -1.20385 0.33934
C -3.17840 -1.20807 0.75759
C -4.01344 -2.31203 0.62786
C -3.49785 -3.47395 0.11182
C -2.18201 -3.48872 -0.33595
C -1.31240 -2.40137 -0.29295
P 0.24781 -2.51136 -1.35727
C -0.16706 -3.39042 -2.97217
C -1.50517 -2.88172 -3.54110
C -0.19218 -4.92189 -2.92738
C 0.94367 -2.97848 -3.95835
C 1.54908 -3.42980 -0.39407
C 1.76032 -2.55735 0.85209
C 2.84602 -3.43753 -1.20809
C 1.18561 -4.84337 0.06957
H 2.17722 4.60613 3.41184
H 2.45759 3.06513 2.60239
H 1.58107 3.12500 4.14278
H 0.61719 4.47243 1.57389
H -0.93752 3.83317 4.12651
H -1.52071 4.77029 2.74601
H -0.22457 5.40740 3.76158
H 0.41593 1.34629 3.54851
H -0.83161 -1.95361 2.40299
H 0.64317 -0.63939 4.71258
H 1.53866 -1.06431 3.25657
H 0.68907 -2.30878 4.17645
H -1.71922 0.04092 4.52791
H -1.91216 -1.71231 4.62520
H -2.77963 -0.79566 3.39042
H -0.99966 3.49297 0.13453
H -1.53851 2.26720 -1.92700
H -4.20373 1.33288 -0.76632
H -3.92838 2.35389 -2.17953
H -3.54976 2.96278 -0.56356
H -3.16479 -0.31606 -2.10456
H -1.49007 -0.64632 -1.96242
H -2.05970 0.40356 -3.28678
H -3.57050 -0.31145 1.22149
H -5.04291 -2.25999 0.95726
H -4.10219 -4.36794 0.03615
H -1.81571 -4.41418 -0.75881
H -2.29034 -2.77409 -2.79501
H -1.85932 -3.60525 -4.27766
H -1.38023 -1.93148 -4.06302
H -0.99255 -5.32587 -2.30990
H 0.75363 -5.33722 -2.58841
H -0.35838 -5.28689 -3.94417
H 1.20634 -1.92137 -3.87996
H 0.59503 -3.16048 -4.97734
H 1.85512 -3.55780 -3.82098
H 2.03945 -1.52771 0.60493
H 2.57379 -2.97737 1.44819
H 0.87011 -2.53680 1.47804
H 3.08555 -2.45610 -1.62238
H 2.81269 -4.15828 -2.02481
H 3.67052 -3.72870 -0.55289
H 0.16191 -4.90345 0.44297
H 1.84664 -5.12258 0.89364
H 1.31615 -5.58953 -0.70960
*
```

The total energy is -121432.339 eV. The frontier orbital gap is 7.3 eV. For the HOMO energy, the calculation gives -9.87 eV. For the LUMO energy, the calculation gives -2.56 eV. The value obtained for the energy above the lowest of the compared OMol25 structures with the same formula, charge and spin is 2.884 eV.

Löwdin population analysis, charges in e, atoms 1 to 8:
1 Sr 1.291
2 Br 0.753
3 C -0.593
4 C -0.140
5 C -0.076
6 C -0.041
7 C -0.185
8 C -0.058

C39H51N6O | ωB97M-V/def2-TZVPD

Geometry as ORCA input:
```
! RIJCOSX wB97M-V def2-TZVPD def2/J DEFGRID3
* xyz 1 1
C -2.82476 -1.93989 2.68788
C -2.54284 -2.26583 1.23454
C -3.32794 -3.45481 0.75674
N -1.13324 -2.68124 1.11180
N -0.89543 -3.96041 1.37526
N 0.42593 -4.03997 1.51342
C 0.98852 -5.37451 1.82968
C 0.57439 -6.28450 0.69776
C 0.39018 -5.83505 3.14233
C 1.03520 -2.84513 1.25945
C 2.50652 -2.74915 1.37965
C 3.04845 -2.64878 2.68511
C 4.42125 -2.71230 2.89404
C 5.28924 -2.81720 1.79701
C 4.76983 -2.90374 0.50034
C 3.39379 -2.88755 0.28467
C 0.01662 -1.95473 1.05302
C -0.00368 -0.48254 0.75496
H -3.87871 -1.69994 2.85926
H -2.58923 -2.81859 3.29899
H -2.20867 -1.10336 3.02728
H -2.64942 -1.39723 0.58419
H -4.40317 -3.30908 0.88089
H -3.12321 -3.64683 -0.30014
H -3.02860 -4.33730 1.32985
H 2.06960 -5.23657 1.89248
H 0.85817 -7.31680 0.91737
H -0.51408 -6.22344 0.58237
H 1.05705 -5.97982 -0.23507
H 0.59668 -6.89883 3.30311
H 0.81113 -5.27037 3.97832
H -0.69451 -5.68474 3.11257
H 2.35643 -2.54995 3.52679
H 4.81355 -2.67331 3.91089
H 6.36694 -2.83626 1.95126
H 5.44538 -2.99215 -0.35342
H 2.99036 -3.02090 -0.72154
H 0.74292 -0.01686 1.41912
H -0.98067 -0.08385 1.08021
C -2.13018 6.52216 -1.49585
N -1.13588 5.60412 -0.98972
C 0.00100 6.05735 -0.38297
O 0.30427 7.23704 -0.22653
C 0.79585 4.82585 0.06297
C 0.89224 4.70585 1.59116
C 1.54028 5.90021 2.25345
C 2.92211 6.07956 2.16625
C 3.51687 7.18505 2.78228
C 2.72854 8.11628 3.46714
C 1.34447 7.92921 3.55172
C 0.75084 6.82038 2.95094
N 0.04313 3.73266 -0.54646
C 0.43093 2.43695 -0.37705
C -0.16150 1.36452 -0.96319
C 0.28690 -0.04888 -0.66926
C -0.21393 -1.06401 -1.72994
C 0.59418 -2.13091 -2.11945
C 0.17091 -3.05890 -3.05887
C -1.12592 -2.95027 -3.61944
N -1.63855 -3.97581 -4.43054
C -2.79634 -4.72544 -3.98163
C -1.42378 -4.01612 -5.86681
C -1.89957 -1.82228 -3.29610
C -1.47135 -0.91903 -2.32451
C -1.15179 4.17093 -1.28201
C -2.45483 3.55489 -0.75541
C -1.02837 3.94618 -2.79879
H -1.96862 7.50282 -1.04095
H -2.06792 6.61770 -2.58808
H -3.13269 6.16854 -1.23577
H 1.81550 4.89871 -0.36699
H -0.12986 4.55961 1.97434
H 1.46126 3.79032 1.80246
H 3.52179 5.35042 1.61327
H 4.59451 7.32170 2.71040
H 3.19085 8.98021 3.94632
H 0.71584 8.65445 4.06787
H -0.32954 6.66242 2.99738
H 1.29663 2.28589 0.28496
H -0.93055 1.49210 -1.71996
H 1.39007 -0.02907 -0.72446
H 1.58703 -2.22234 -1.66872
H 0.82276 -3.88060 -3.35652
H -2.80058 -4.75711 -2.88511
H -3.74090 -4.28176 -4.33327
H -2.73759 -5.75084 -4.36563
H -0.50224 -3.48392 -6.12930
H -1.34140 -5.06321 -6.19319
H -2.26670 -3.56679 -6.42107
H -2.83458 -1.64642 -3.83019
H -2.12962 -0.09161 -2.04907
H -2.56863 3.78770 0.31245
H -3.30425 3.97999 -1.30650
H -2.47032 2.46992 -0.88463
H -0.30420 4.65923 -3.21534
H -0.69516 2.93240 -3.03015
H -2.00140 4.11550 -3.27835
*
```

The total energy is -52252.751 eV. The frontier orbital gap is 7.2 eV. For the HOMO energy, the calculation gives -9.89 eV. For the LUMO energy, the calculation gives -2.67 eV. The value obtained for the energy above the lowest of the compared OMol25 structures with the same formula, charge and spin is 0.000 eV.

Löwdin population analysis, charges in e, atoms 1 to 8:
1 C -0.024
2 C -0.348
3 C -0.047
4 N 0.012
5 N 0.180
6 N 0.017
7 C -0.339
8 C -0.036

C39H52MnN6P2S2 | ωB97M-V/def2-TZVPD

Geometry as ORCA input:
```
! RIJCOSX wB97M-V def2-TZVPD def2/J DEFGRID3
* xyz 0 4
Mn 0.25844 -0.16826 -0.21923
C -3.53536 3.15193 0.40226
C -2.33030 3.56819 1.23357
C -2.64255 3.48648 2.72401
P -0.87012 2.52086 0.70968
C 0.60003 3.34816 1.61429
C 0.60071 4.85813 1.83130
C 1.85285 2.90371 0.87125
C -0.59149 2.88910 -1.03937
C -0.45387 4.23334 -1.38500
C -0.07855 4.62836 -2.65124
C 0.21434 3.65095 -3.59654
C 0.01070 2.32773 -3.30281
C -0.45258 1.89032 -2.03790
N -0.67077 0.56670 -1.78569
C -1.03060 -0.26469 -2.81418
C -1.71646 0.17479 -3.96092
C -1.91863 -0.66710 -5.03152
C -1.47079 -1.98172 -4.99391
C -0.93904 -2.48112 -3.81787
C -0.76381 -1.65483 -2.71670
P -0.43134 -2.19448 -1.02021
C -2.10920 -2.92670 -0.59057
C -2.45846 -4.24487 -1.27240
C -3.15092 -1.86581 -0.94117
C 0.63516 -3.71338 -1.21827
C 0.84218 -4.39975 0.12851
C 1.96758 -3.31395 -1.84212
H -4.39373 3.77415 0.65077
H -3.78702 2.11479 0.61125
H -3.32157 3.24940 -0.66130
H -2.06433 4.60186 0.98408
H -3.05769 2.51377 2.97357
H -3.37829 4.25111 2.97553
H -1.75618 3.64272 3.33546
H 0.59858 2.86565 2.60145
H 0.65372 5.39749 0.88939
H 1.48236 5.12835 2.41488
H -0.27498 5.19394 2.38070
H 1.99157 3.49226 -0.03567
H 1.74632 1.84558 0.57990
H 2.74600 3.00505 1.48825
H -0.64776 4.98823 -0.63875
H 0.01938 5.67476 -2.89454
H 0.60362 3.92921 -4.56692
H 0.25100 1.57729 -4.04229
H -2.08749 1.18964 -3.99527
H -2.41979 -0.29279 -5.91354
H -1.57736 -2.62093 -5.85785
H -0.63893 -3.51917 -3.77123
H -2.09080 -3.05899 0.49891
H -2.34143 -4.15932 -2.35025
H -3.50163 -4.48228 -1.07012
H -1.85373 -5.07436 -0.91610
H -3.34748 -1.87140 -2.01251
H -2.76520 -0.87998 -0.66789
H -4.08435 -2.05821 -0.41397
H 0.11703 -4.40414 -1.89193
H 1.37056 -3.73914 0.81213
H 1.43550 -5.30583 0.00513
H -0.10945 -4.66796 0.58416
H 2.50850 -2.62716 -1.19110
H 1.81156 -2.81614 -2.79838
H 2.59113 -4.19297 -2.00617
C -0.96871 0.80621 0.97969
C -1.65164 0.42866 2.22979
C -2.90280 -0.20279 2.20815
C -3.56394 -0.53309 3.37391
C -3.00061 -0.25031 4.60741
C -1.76534 0.37365 4.65605
C -1.10057 0.69549 3.48986
H -3.36936 -0.39862 1.25708
H -4.54267 -0.98933 3.32028
H -3.53040 -0.49110 5.51658
H -1.32054 0.61374 5.61219
H -0.13142 1.16936 3.54747
S 2.16280 0.46306 -1.73799
C 3.83025 0.42316 -1.96050
N 4.34445 1.43517 -2.75406
C 5.70374 1.52652 -2.97967
C 6.50878 0.53700 -2.48428
C 5.92448 -0.49025 -1.73744
N 4.60457 -0.50444 -1.44782
H 3.69949 2.11281 -3.13012
H 6.05657 2.38240 -3.53019
H 7.57083 0.55956 -2.65557
H 6.49292 -1.32187 -1.35242
C 0.42825 -4.21562 4.33110
C 0.09917 -2.72394 4.28641
C 0.87193 -2.05434 3.21541
N 0.41030 -1.52431 2.15631
N 1.32427 -0.97832 1.33398
C 2.55819 -1.12108 1.76393
N 3.66253 -0.65714 1.16110
S 2.64177 -1.95115 3.31439
H -0.14477 -4.70809 5.10973
H 1.48688 -4.36496 4.53198
H 0.18919 -4.68602 3.38228
H 0.36031 -2.27173 5.24555
H -0.96239 -2.55673 4.10053
H 3.67979 -0.56475 0.13602
H 4.54893 -0.95340 1.53587
*
```

The total energy is -121793.938 eV. Its expectation value of S² is 3.79. The frontier orbital gap (alpha / beta) is 3.5 / 3.9 eV. For the HOMO energy (alpha / beta), the calculation gives -4.95 / -5.28 eV. For the LUMO energy (alpha / beta), the calculation gives -1.42 / -1.40 eV.

Löwdin population analysis, charges in e, atoms 1 to 8:
1 Mn 0.233
2 C -0.101
3 C -0.474
4 C -0.095
5 P 0.996
6 C -0.456
7 C -0.112
8 C -0.139